The following is a DFT calculation (ωB97M-V/def2-TZVPD) of a single C4H7NO2 molecule.

Last columns: bonded neighbours and bond lengths (Å).
Atoms and positions in Å:
1 O -0.58638 1.55283 1.50011  C2 1.393, H8 0.968
2 C -0.28148 0.27999 1.02276  O1 1.393, C3 1.547, C6 1.531, H9 1.111
3 C -1.15261 -0.19668 -0.16402  C2 1.547, N4 1.437, H10 1.103, H11 1.279
4 N -0.31305 -1.26849 -0.62324  C3 1.437, C5 1.438, H12 1.009
5 C 0.88318 -0.53742 -0.94159  N4 1.438, C6 1.519, H13 1.261, H14 1.094
6 C 1.09249 0.23563 0.34895  C2 1.531, C5 1.519, O7 1.208
7 O 2.04731 0.87195 0.72794  C6 1.208
8 H 0.26525 1.99979 1.61303  O1 0.968
9 H -0.25925 -0.46081 1.85056  C2 1.111
10 H -2.15632 -0.55453 0.11893  C3 1.103
11 H -1.06990 0.68269 -1.08864  C3 1.279
12 H -0.69643 -1.84232 -1.35984  N4 1.009
13 H 0.52359 0.40164 -1.70212  C5 1.261
14 H 1.70359 -1.16428 -1.30283  C5 1.094

Output
LUMO (eV): 0.79
E_tot (Ha): -361.79485
SMILES: O=C1CNC[C@@H]1O
Max |F| (eV Å⁻¹): 3.42
Highest occupied orbital energy (eV): -9.51
ΔE to the lowest compared entry with this formula, charge and spin (kcal per mole): 54.0